[1]
A structure of composition C3H3I2N in a non-equilibrium geometry, computed with wB97M-V/def2-TZVPD.

Results
Frontier orbital gap in eV: 7.7
LUMO level in eV: -1.06
Total energy in eV: -20847.054
Energy relative to the best compared isomer or geometry (same formula, charge and spin) in kJ/mol: 291.59

The geometry in XYZ format:
```
9
Properties=species:S:1:pos:R:3:forces:R:3
C 1.96049 -0.39572 0.89528 0.48 0.18 -0.38
C 1.15926 -0.14032 0.05848 -1.63 -0.01 -0.39
C -0.06823 0.04460 -0.69387 -0.41 0.70 -0.02
N -1.16359 0.61284 0.18084 0.50 1.67 -1.59
I -2.78612 1.02971 -1.09451 0.45 -0.27 0.62
I -1.58263 -0.43467 1.83106 -0.31 -0.54 0.43
H 2.82929 -0.51134 1.43241 1.16 -0.30 1.12
H -0.48634 -0.88083 -1.01010 0.34 -1.18 -0.77
H 0.13787 0.67573 -1.59960 -0.59 -0.25 0.97
```
Positions in Å, forces in eV/Å.

[2]
A cluster of 5 separate species, C5H23N3O4 in total in a non-equilibrium geometry, computed with wB97M-V/def2-TZVPD.

Results
Frontier orbital gap in eV: 9.1
LUMO level in eV: -5.74
Total energy in eV: -18201.293
Net charge: +2
Energy relative to the best compared isomer or geometry (same formula, charge and spin) in kJ/mol: 322.57

The geometry in XYZ format:
```
35
Properties=species:S:1:pos:R:3:forces:R:3
C -0.11536 2.42952 -2.85916 -2.08 -0.98 -0.86
C 0.23456 1.23903 -1.97601 -0.81 0.16 -1.97
C -0.30110 1.47172 -0.53876 3.21 0.46 -0.59
C -0.07401 0.23018 0.25009 3.20 2.60 1.12
C 1.16124 0.14131 0.92655 -1.15 -2.01 -0.06
N 1.41441 -0.96144 1.74874 -2.28 0.97 -1.46
N -1.16237 -0.69587 0.42766 -1.57 -3.55 -3.00
N 1.72978 1.03302 -2.13130 -1.88 5.39 -1.74
H -1.11788 2.73986 -2.58551 -0.63 -0.45 -0.38
H -0.07078 2.38806 -3.95920 -0.06 -0.91 0.34
H 0.31229 3.34455 -2.69610 2.24 2.12 1.21
H -0.08933 0.30614 -2.49207 -0.74 0.57 0.78
H -1.32331 1.71718 -0.55062 -1.31 0.52 -0.36
H 0.29220 2.41700 -0.13411 -1.28 -1.93 -0.53
H 2.11964 0.82029 0.78081 -2.66 -1.15 0.11
H 0.64347 -1.37673 2.31275 0.96 0.55 -0.64
H 2.26465 -0.91995 2.19456 2.08 -0.16 1.31
H -1.24494 -0.87480 1.41002 -0.32 -0.88 0.87
H -2.21887 -0.61254 0.06570 2.71 1.68 1.02
H -1.04245 -1.71732 -0.11512 0.25 2.38 2.40
H 2.05897 0.22824 -1.75753 1.64 -3.40 1.48
H 2.12414 1.85237 -1.56924 0.30 -1.30 -1.62
H 1.83104 1.08822 -3.21790 0.69 0.07 2.62
H 4.34739 -0.93704 -1.28080 0.44 -1.87 -1.16
H 4.56572 0.08146 -0.31944 -0.76 0.48 -0.36
O 3.91181 -0.15633 -1.01419 0.47 1.30 1.55
H -2.23044 -3.43221 1.23952 0.14 0.17 0.38
H -2.03321 -3.92657 -0.19128 1.51 2.03 1.90
O -1.63697 -3.24029 0.50260 -1.82 -2.82 -2.46
H -3.85768 1.09757 1.40688 0.39 0.90 0.26
H -4.34766 0.00366 0.67102 -1.21 -1.24 -0.60
O -3.71985 0.69400 0.54757 0.62 0.21 0.29
H -1.02989 -1.68744 4.20311 -0.40 -0.70 1.31
H -1.06422 -0.28032 3.60332 -0.30 1.25 0.74
O -0.82919 -1.17489 3.44519 0.38 -0.48 -1.91
```
Positions in Å, forces in eV/Å.

[3]
A cluster of 2 separate species, C4H9ClOSi in total in a non-equilibrium geometry, computed with wB97M-V/def2-TZVPD.

Results
Frontier orbital gap in eV: 10.9
LUMO level in eV: 0.85
Total energy in eV: -26742.405
Energy relative to the best compared isomer or geometry (same formula, charge and spin) in kJ/mol: 116.21

The geometry in XYZ format:
```
16
Properties=species:S:1:pos:R:3:forces:R:3
C 3.54565 -0.43557 1.82227 0.68 -0.02 0.18
C 0.58580 0.64262 1.65125 -3.01 -0.60 -3.50
C -1.62983 0.37422 -0.90371 1.70 2.81 2.32
C 1.44577 -0.67414 -1.22544 -1.00 2.56 -1.65
O 4.43054 0.05518 2.32051 -0.35 -0.16 -0.18
Si 0.23809 0.66934 -0.43552 0.26 -2.07 1.05
Cl 0.75234 2.48688 -1.19172 0.10 0.75 -0.05
H 1.59300 0.66992 1.77511 2.72 0.39 0.40
H 0.08200 1.46446 2.09490 -0.35 0.85 0.40
H 0.21218 -0.27642 2.08597 -0.17 -0.28 -0.07
H -1.94458 -0.58789 -1.09599 -0.45 -2.20 -0.35
H -2.11532 0.74655 0.04941 -0.01 -0.29 -1.23
H -1.84795 1.02668 -1.73962 -0.22 0.17 -0.06
H 1.04433 -1.21056 -2.10885 0.17 0.72 0.24
H 2.47386 -0.29127 -1.41522 -0.76 -0.48 0.39
H 1.33644 -1.33973 -0.45645 0.68 -2.15 2.11
```
Positions in Å, forces in eV/Å.

[4]
An isolated molecule of C27H34N2O6, computed with wB97M-V/def2-TZVPD.

Results
Frontier orbital gap in eV: 8.5
LUMO level in eV: 0.60
Total energy in eV: -43815.746
Energy relative to the best compared isomer or geometry (same formula, charge and spin) in kJ/mol: 148.02

The geometry in XYZ format:
```
69
Properties=species:S:1:pos:R:3:forces:R:3
C 6.35567 -4.28151 -0.25102 0.21 0.08 0.02
O 5.03486 -4.75394 -0.36401 -0.33 -0.07 -0.01
C 4.01263 -3.87999 -0.15975 -0.18 0.02 0.00
C 2.72589 -4.40464 -0.28367 0.24 -0.07 -0.03
C 1.61916 -3.60550 -0.09203 0.08 0.09 0.03
C 1.75756 -2.26118 0.23696 0.08 0.14 -0.14
C 0.55707 -1.35061 0.40334 -0.23 -0.33 -0.26
C -0.67526 -2.00639 1.06309 -0.03 -0.01 0.08
C -1.75526 -0.91353 1.12419 0.09 -0.38 -0.22
O -2.07092 -0.39897 2.18059 0.04 0.09 0.46
N -2.28544 -0.49348 -0.04748 -0.14 0.27 -0.14
C -2.18558 -1.11019 -1.35025 -0.06 -0.39 -0.19
C -3.57372 -1.53826 -1.83902 0.16 0.21 -0.15
C -4.51692 -0.34040 -1.87343 -0.12 -0.20 0.22
C -4.56558 0.30328 -0.49118 0.20 0.12 -0.21
C -3.15387 0.67028 -0.04310 -0.29 0.23 0.34
C -0.31243 -2.46358 2.48102 -0.10 -0.09 0.01
C 0.92767 -1.73957 3.01974 -0.13 0.05 0.24
C 1.01771 -0.30476 2.54471 0.32 -0.37 0.45
O 1.27473 0.62058 3.28257 -0.01 0.19 0.18
N 0.85335 -0.16555 1.19297 -0.02 0.08 -0.36
C 0.64201 1.09129 0.58952 0.06 0.61 -0.33
C 1.11547 1.33679 -0.68611 -0.04 0.01 0.14
C 0.83933 2.54187 -1.33534 -0.11 0.02 0.08
O 1.36173 2.61082 -2.59217 -0.16 -0.20 0.28
C 1.38372 3.82680 -3.30828 0.10 0.32 -0.27
C 0.08310 3.52025 -0.68520 -0.15 0.29 -0.22
O -0.20285 4.72989 -1.30043 0.39 -0.37 0.41
C -1.57193 4.97366 -1.54789 -0.32 0.02 -0.10
C -0.35314 3.27604 0.63377 0.08 -0.15 -0.10
O -1.05948 4.28041 1.22356 0.25 -0.01 -0.43
C -1.42769 4.12913 2.57598 -0.09 -0.03 0.26
C -0.08971 2.06751 1.25366 -0.16 0.21 0.15
C 3.04057 -1.74131 0.34248 -0.24 -0.09 -0.06
C 4.15926 -2.53311 0.15241 0.30 -0.19 -0.06
H 6.56196 -3.90084 0.75440 -0.01 0.00 -0.04
H 6.99363 -5.14165 -0.44756 0.00 0.09 0.02
H 6.56712 -3.49913 -0.98696 -0.01 -0.02 0.04
H 2.62005 -5.44845 -0.53302 -0.01 -0.14 -0.03
H 0.63976 -4.04493 -0.20269 -0.14 -0.06 0.01
H 0.28225 -0.99647 -0.59631 0.02 0.00 0.23
H -1.04111 -2.85085 0.47740 0.03 0.02 -0.03
H -1.53089 -1.97894 -1.32567 0.06 0.09 0.02
H -1.76337 -0.37804 -2.05156 0.06 -0.07 0.01
H -3.48207 -1.98347 -2.83082 0.01 -0.07 -0.01
H -3.97148 -2.29490 -1.15937 0.01 -0.08 0.01
H -5.51503 -0.65645 -2.18073 0.00 0.04 -0.08
H -4.15394 0.38750 -2.60297 -0.01 0.05 -0.08
H -5.18590 1.20007 -0.50649 -0.04 0.02 0.05
H -4.99603 -0.39781 0.22627 -0.04 0.00 0.07
H -3.16026 1.06979 0.97127 0.05 0.03 -0.18
H -2.72472 1.41946 -0.71975 0.00 0.01 0.01
H -1.15859 -2.24644 3.13496 0.08 -0.10 -0.07
H -0.13121 -3.53910 2.49543 -0.01 0.01 -0.02
H 1.83328 -2.25666 2.69533 -0.02 0.04 0.07
H 0.91903 -1.72666 4.10954 0.06 0.08 -0.09
H 1.71433 0.61489 -1.21859 0.09 -0.12 -0.06
H 2.04576 3.64488 -4.15564 -0.05 0.03 0.05
H 0.39183 4.09746 -3.67911 0.07 0.00 0.04
H 1.77530 4.64427 -2.70156 -0.02 -0.05 -0.08
H -1.61333 5.93645 -2.05473 -0.07 -0.03 -0.01
H -2.14894 5.02295 -0.62252 0.04 0.01 -0.09
H -1.99872 4.20031 -2.19954 0.05 0.04 0.01
H -0.55478 3.94948 3.20873 -0.02 -0.01 -0.02
H -2.14457 3.31289 2.70810 0.04 0.01 0.01
H -1.89532 5.07181 2.85696 0.02 -0.09 0.02
H -0.44537 1.86104 2.24660 -0.06 0.03 0.08
H 3.17424 -0.69880 0.58981 0.01 0.11 0.05
H 5.13542 -2.08577 0.25059 0.11 0.01 0.00
```
Positions in Å, forces in eV/Å.

[5]
A cluster of 2 separate species, C3H8NO3 in total in a non-equilibrium geometry, computed with wB97M-V/def2-TZVPD.

Results
Frontier orbital gap in eV: 7.3
LUMO level in eV: 3.90
Total energy in eV: -10869.200
Net charge: -1
Energy relative to the best compared isomer or geometry (same formula, charge and spin) in kJ/mol: 635.59

The geometry in XYZ format:
```
15
Properties=species:S:1:pos:R:3:forces:R:3
C 1.32178 -0.74892 1.34897 -0.68 1.07 3.97
C 0.21213 -1.16183 0.43548 -2.75 -0.02 0.66
C -0.24303 -0.00946 -0.48617 -0.25 -1.36 1.99
N 0.11061 0.01069 -1.67900 0.70 0.90 -2.93
O -0.29394 1.02764 -2.50785 0.16 -0.93 0.84
O -2.07611 2.74720 -1.83800 0.40 0.38 0.19
O -3.14957 2.27634 -2.66606 0.45 -1.83 -0.31
H 1.78063 -1.48060 2.11030 -0.65 0.67 -1.55
H 2.00281 -0.26699 0.75123 2.47 0.39 -1.53
H 1.10207 0.18683 2.01518 -0.47 -1.61 -0.85
H -0.74419 -1.50328 1.00837 1.55 0.48 -0.64
H 0.51394 -2.03024 -0.12764 0.17 -0.16 -0.52
H -2.90491 1.30472 -2.76087 -0.36 1.53 0.12
H -0.96304 0.67430 -0.08326 -0.35 0.75 0.33
H -1.25912 2.17208 -2.12059 -0.38 -0.26 0.23
```
Positions in Å, forces in eV/Å.

[6]
The ion C3H9Cl3NSi with charge +1 in a non-equilibrium geometry, computed with wB97M-V/def2-TZVPD.

Results
Frontier orbital gap in eV: 10.8
LUMO level in eV: -3.67
Total energy in eV: -50187.406
Net charge: +1
Energy relative to the best compared isomer or geometry (same formula, charge and spin) in kJ/mol: 161.10

The geometry in XYZ format:
```
17
Properties=species:S:1:pos:R:3:forces:R:3
C 0.40801 -1.08749 0.95259 -0.43 -2.95 0.66
N -0.67288 -0.57540 0.17422 -0.50 2.05 -2.42
C -0.31046 -0.43168 -1.37243 0.49 -1.52 0.59
Si -1.40422 1.16326 1.16150 1.59 0.59 -2.00
Cl -3.14595 1.10561 0.23087 -0.88 -0.12 0.13
Cl -1.10744 0.79617 3.08881 -0.34 -0.22 0.16
C -0.56209 2.86011 0.67286 2.08 0.80 -0.40
Cl -1.80991 4.14011 0.96010 0.33 -0.61 0.11
H -0.02430 -1.78583 1.69398 0.47 0.15 -0.36
H 1.16687 -1.58426 0.38387 0.29 -0.29 -0.41
H 0.80233 -0.33203 1.49992 1.75 2.19 1.56
H -1.42725 -1.23312 0.23483 -0.69 -0.22 -0.23
H 0.17775 -1.34320 -1.90273 -0.66 1.09 1.84
H -1.18129 -0.27648 -1.96372 -0.98 0.46 0.02
H 0.36194 0.39189 -1.48490 0.36 0.52 0.11
H 0.42080 3.22257 1.19795 -2.02 -1.16 -0.26
H -0.21638 3.01737 -0.39297 -0.88 -0.76 0.86
```
Positions in Å, forces in eV/Å.